Density functional theory data (the ωB97M-V functional and the def2-TZVPD basis) for C5H10O2 in the gas phase.

**DFT total energy**: -9437.5487 eV
**Highest occupied orbital energy**: -7.45 eV
**Energy above the lowest of the compared OMol25 structures with the same formula, charge and spin**: 126.7 kcal per mole
**Spin multiplicity**: 1
**E_LUMO**: 0.6 eV
**Gap between HOMO and LUMO**: 8.1 eV

Positions of all 17 atoms, in Å:
O: -0.48248 -0.67352 -1.25346
O: 1.25486 1.16707 0.67490
C: -0.57247 -0.19155 0.11750
C: -1.23138 0.40784 -2.30261
C: -0.11189 1.25097 0.31581
C: 1.42129 0.01923 1.48265
C: 0.37558 -1.00862 1.00047
H: -0.72328 0.01588 -3.20494
H: -1.63128 -0.32111 0.33978
H: -0.71665 1.70022 1.12114
H: 0.44704 -0.71422 -1.52489
H: 0.83205 -1.81170 0.41152
H: -2.20045 -0.12663 -2.30122
H: -0.22335 1.83993 -0.59708
H: 1.27189 0.25105 2.54812
H: -0.15972 -1.48076 1.82658
H: 2.45024 -0.32408 1.34571

Forces on atoms 1 to 3 (eV/Å):
O 0.25 0.26 -0.06
O 0.10 -0.01 -0.12
C -0.10 0.01 0.23



Density functional theory data (the ωB97M-V functional and the def2-TZVPD basis) for 5 unconnected molecules or ions with the total composition C23H23BF32O7.

**DFT total energy**: -126193.7454 eV
**Highest occupied orbital energy**: -10.84 eV
**Spin multiplicity**: 1
**E_LUMO**: 0.2 eV
**Gap between HOMO and LUMO**: 11.0 eV

Positions of all 86 atoms, in Å:
F: -3.60828 -4.06380 7.93065
F: 0.18743 -2.96174 5.25435
F: -5.35807 0.51582 -5.35294
F: 2.74697 -2.56718 0.38544
F: 2.20925 1.89031 4.67657
F: 3.98986 -1.99613 6.64654
F: -3.26422 4.59916 -5.82861
F: -5.06744 -0.57433 -7.21189
F: -2.92542 -5.28623 6.26641
F: -0.74704 -2.50909 3.32093
F: 3.60046 -2.45849 4.01287
F: 3.17919 0.28491 -2.53528
F: 5.02844 1.80365 5.44887
F: 0.82260 1.17402 -1.64003
F: 3.23397 0.04550 6.41746
F: -0.68904 -5.66885 4.81845
F: -0.25469 -4.82967 7.35227
F: -7.65867 0.09922 -6.58448
F: 2.03726 0.14289 -0.13083
F: 5.10977 -0.92676 4.48312
F: -6.09347 3.01855 -4.53267
F: -1.71298 -5.98259 8.51198
F: -7.15708 2.20529 -6.91759
F: 3.96700 3.71988 5.42472
F: 2.90688 3.05144 2.97487
F: 0.72101 -4.79799 3.39887
F: -0.49979 -3.83922 0.60131
F: -5.11028 4.19860 -6.95120
F: 2.57209 -1.79195 -2.18489
F: -5.54358 5.13582 -4.50615
F: 2.12086 -4.66709 0.42992
F: 0.52395 -3.42807 -1.27085
O: 0.77099 3.75856 -4.55175
O: 3.10423 5.67953 -5.41913
O: 0.08625 -1.77258 0.19060
O: -2.28008 -3.14146 6.45838
O: 3.62315 0.99516 3.17276
O: -4.45430 1.52346 -7.15018
O: -0.66641 2.10827 -4.15652
C: -5.37912 0.64017 -6.69052
C: 1.26939 -0.05037 -1.22208
C: -0.55171 -4.73771 3.86125
C: 3.78549 -1.17505 4.45882
C: 1.80631 4.31914 -3.67059
C: 3.22235 -1.19045 5.88221
C: 3.26774 2.10217 3.87650
C: -4.32860 3.74743 -5.94821
C: -0.81051 -3.33068 4.41920
C: 4.31374 3.60888 -4.62072
C: -2.56006 -4.30696 7.10917
C: -5.06015 3.87888 -4.60891
C: -1.41416 -4.75759 8.03232
C: 4.44473 2.71731 4.65435
C: -2.17494 -3.05074 5.05420
C: 3.08713 -0.28919 3.42227
C: 2.11900 -0.54587 -2.39619
C: -3.71986 2.38842 -6.30417
C: 0.43987 2.49908 -4.28165
C: -6.79935 0.94048 -7.20131
C: 0.00443 -0.83828 -0.86636
C: 0.45944 -3.07072 0.02170
C: 1.76140 -3.41136 0.76360
B: 3.09420 4.58766 -4.59219
H: -0.44919 -1.26907 -1.76057
H: -0.67922 -0.07796 -0.49044
H: 5.17863 3.11445 3.95114
H: 4.83126 3.64849 -5.59470
H: -4.36807 3.69274 -3.78409
H: -6.84090 0.77956 -8.27980
H: 5.04155 3.88663 -3.83898
H: 2.01134 3.61217 -2.85301
H: 1.61715 -3.34229 1.84088
H: 2.19904 -1.57410 5.87441
H: 4.00669 2.55890 -4.43835
H: 1.31465 1.82256 -4.24957
H: 1.52946 -0.52538 -3.31693
H: -1.23582 -4.95472 3.03771
H: -2.35197 -1.99611 4.84489
H: -2.95703 -3.61982 4.54852
H: -3.36046 1.87590 -5.41033
H: 1.35484 5.22932 -3.24335
H: 2.33822 6.25398 -5.29846
H: 2.01154 -0.24816 3.60937
H: -1.31109 -4.05296 8.85914
H: 3.23330 -0.81761 2.48345
H: -2.84142 2.64207 -6.89598

Forces on atoms 1 to 3 (eV/Å):
F -0.11 -0.05 -0.06
F -0.06 -0.06 -0.07
F 0.01 0.06 0.07



Density functional theory data (the ωB97M-V functional and the def2-TZVPD basis) for a molecular structure, C16H21BBr21F3NO5.

**DFT total energy**: -1508367.3167 eV
**Highest occupied orbital energy**: -11.50 eV
**Spin multiplicity**: 1
**Charge**: +1
**E_LUMO**: -4.7 eV
**Gap between HOMO and LUMO**: 6.8 eV

Positions of all 68 atoms, in Å:
Br: -7.23451 3.08643 -4.12507
Br: 9.18992 -5.73315 -5.43468
Br: 0.24294 4.44168 1.93846
Br: -7.92102 2.45794 2.60008
Br: 5.40871 -1.89357 -5.42157
Br: -10.38120 3.48563 -3.55596
Br: -7.07097 5.44767 1.74934
Br: -0.33033 -2.96866 -1.05667
Br: 6.38821 -6.91714 -4.37003
Br: 4.59745 1.21448 -5.16372
Br: 7.29596 -3.93738 -3.54444
Br: 2.31353 -1.01558 -5.60580
Br: -2.84708 -1.12427 -1.86213
Br: -2.45561 5.04874 3.59189
Br: 3.42221 -2.05706 -1.82068
Br: -1.54811 -3.11658 -4.03660
Br: 5.45410 -2.38118 0.65943
Br: -2.59917 4.49553 0.42042
Br: -7.14996 3.10426 -0.46134
Br: 4.32467 -4.99457 -0.85036
Br: -9.40267 2.09366 -6.29265
F: -3.72147 -0.01162 2.14074
F: -3.72151 2.33808 2.54929
F: -3.75379 1.64309 0.26724
O: 2.68884 3.35650 1.67835
O: 3.94089 2.82424 3.65721
O: -1.71192 1.38489 1.66982
O: 0.15593 1.56119 4.10484
O: -1.36660 -0.34961 4.89214
N: 0.68224 -3.00940 2.40148
C: 3.58424 0.76054 2.11874
C: -0.59992 -2.15823 2.32657
C: 1.37414 -0.69858 2.32259
C: 3.38660 2.36293 2.51054
C: -6.83724 3.54704 1.40692
C: -0.25259 -0.52653 2.37382
C: -1.92987 -2.81493 -2.15311
C: -3.17814 1.28293 1.61406
C: 4.15701 -0.50506 -5.95968
C: 4.84065 -3.12745 -1.02906
C: -1.54011 5.21755 1.88376
C: 1.84533 -2.29934 2.23293
C: -1.04479 0.18834 1.12966
C: 7.36260 -5.32206 -4.90916
C: 2.28066 0.15344 1.26798
C: -9.02507 2.37980 -4.40591
B: -0.49442 0.23185 3.84961
H: -5.78978 3.31005 1.62067
H: 6.85732 -4.92273 -5.79474
H: 4.25432 -0.38972 -7.04423
H: 1.75291 1.08373 0.79381
H: -2.61359 -3.60860 -1.83431
H: 5.68940 -3.09497 -1.72013
H: -0.97988 -2.46772 1.22491
H: 2.96735 -2.63529 2.13126
H: 3.74970 0.20058 3.14699
H: -0.30471 0.57918 0.28164
H: -1.78457 -0.55418 0.55825
H: 0.71258 -4.06000 2.50191
H: 0.37746 1.96805 3.21313
H: 4.54079 0.55915 1.47417
H: 2.69936 -0.62022 0.47659
H: -0.95503 -1.22210 5.16724
H: -9.06164 1.39910 -3.92020
H: -1.41703 6.28847 1.69139
H: -1.47479 -2.54925 3.00483
H: 1.68670 -0.46621 3.46404
H: 2.27433 4.05621 2.26352

Forces on atoms 1 to 3 (eV/Å):
Br -0.40 -0.12 -0.10
Br -0.56 0.16 0.25
Br -1.47 0.15 -0.36



Question: Which of these has the lowest gap between HOMO and LUMO?
Answer: C16H21BBr21F3NO5